*one*
Here is a single C14H29NO3 molecule from OMol25. Energies are from wB97M-V/def2-TZVPD.

The charge is 0. Its SMILES is COC(=O)CCCCCCCC[C@H](O)CN(C)C. For the HOMO-LUMO gap, the calculation gives 9.0779 eV. The calculation puts the LUMO energy at 0.0337 Ha.

Geometry (Å):
C  4.3170  -3.2034  5.8847
O  3.1373  -3.3122  5.0998
C  2.4951  -2.1661  4.8331
O  2.8771  -1.0911  5.2115
C  1.2428  -2.4209  4.0264
C  1.0484  -1.3532  2.9494
C  2.0932  -1.4799  1.8423
C  2.0168  -0.3542  0.8110
C  0.7390  -0.3802  -0.0253
C  0.7589  0.6843  -1.1198
C  -0.5265  0.6819  -1.9446
C  -0.4959  1.7441  -3.0398
C  -1.7678  1.7721  -3.9025
O  -1.4999  2.3531  -5.1637
C  -2.9180  2.4957  -3.1669
N  -4.2667  2.2712  -3.6433
C  -4.5068  2.7589  -4.9861
C  -4.7304  0.9117  -3.4753
H  4.0840  -2.7745  6.8614
H  4.7056  -4.2125  5.9930
H  5.0460  -2.5620  5.3855
H  0.4032  -2.3949  4.7258
H  1.2995  -3.4196  3.5930
H  0.0465  -1.4520  2.5308
H  1.1339  -0.3705  3.4164
H  1.9741  -2.4423  1.3380
H  3.0854  -1.4643  2.2992
H  2.8748  -0.4394  0.1396
H  2.0947  0.6068  1.3239
H  -0.1268  -0.2099  0.6167
H  0.6267  -1.3658  -0.4833
H  1.6117  0.5098  -1.7798
H  0.8918  1.6674  -0.6621
H  -0.6607  -0.3012  -2.4015
H  -1.3756  0.8550  -1.2802
H  0.3487  1.5429  -3.7038
H  -0.3422  2.7307  -2.5925
H  -2.0641  0.7443  -4.1344
H  -1.2564  3.2761  -5.0289
H  -2.7315  3.5752  -3.2149
H  -2.8986  2.2004  -2.1149
H  -4.2127  3.8062  -5.0414
H  -3.9607  2.1987  -5.7560
H  -5.5746  2.6885  -5.1935
H  -5.8094  0.8937  -3.6305
H  -4.5207  0.5833  -2.4584
H  -4.2731  0.1992  -4.1778

Mulliken atomic charge list, values in e, 6 entries: -0.644 -0.314 0.539 -0.581 -0.569 -0.482

***

*two*
Here is a single C14H29NO3 molecule from OMol25. Energies are from wB97M-V/def2-TZVPD.

The charge is 0. Its SMILES is COC(=O)CCCCCCCC[C@H](O)CN(C)C. For the HOMO-LUMO gap, the calculation gives 9.5798 eV. The calculation puts the LUMO energy at 0.0340 Ha.

Geometry (Å):
C  -7.6365  -1.4624  -1.1987
O  -6.8239  -0.9504  -0.1520
C  -6.2642  0.2480  -0.3679
O  -6.4303  0.8839  -1.3747
C  -5.3846  0.6518  0.7889
C  -3.9419  0.2186  0.4984
C  -2.9991  0.6331  1.6257
C  -1.5697  0.1282  1.4257
C  -0.8445  0.8039  0.2639
C  0.6030  0.3314  0.1478
C  1.3274  1.0112  -1.0117
C  2.7535  0.4973  -1.2094
C  3.7332  1.0305  -0.1602
O  3.8863  2.4309  -0.2439
C  5.1004  0.3391  -0.3042
N  5.0115  -1.1097  -0.2554
C  4.6928  -1.5978  1.0711
C  6.2264  -1.7254  -0.7500
H  -8.0108  -2.4224  -0.8531
H  -8.4628  -0.7792  -1.4049
H  -7.0479  -1.5847  -2.1102
H  -5.7434  0.1721  1.6993
H  -5.4253  1.7358  0.8985
H  -3.9113  -0.8669  0.3804
H  -3.6250  0.6727  -0.4412
H  -3.3835  0.2337  2.5675
H  -2.9888  1.7221  1.7074
H  -1.5885  -0.9519  1.2621
H  -1.0050  0.3116  2.3432
H  -0.8584  1.8861  0.4115
H  -1.3630  0.5887  -0.6718
H  0.6189  -0.7511  -0.0022
H  1.1226  0.5448  1.0835
H  0.7594  0.8384  -1.9289
H  1.3606  2.0887  -0.8364
H  3.1143  0.8053  -2.1956
H  2.7756  -0.5919  -1.1730
H  3.3373  0.8675  0.8449
H  4.1747  2.6529  -1.1372
H  5.7805  0.7392  0.4692
H  5.5104  0.6129  -1.2823
H  3.7213  -1.2176  1.3774
H  4.6412  -2.6852  1.0430
H  5.4420  -1.3010  1.8219
H  7.1115  -1.4727  -0.1452
H  6.4020  -1.4028  -1.7753
H  6.1018  -2.8074  -0.7460

Mulliken atomic charge list, values in e, 6 entries: -0.643 -0.311 0.511 -0.588 -0.557 -0.602

***

It is *two* that is most stable; the runner-up trails by 0.0019 hartree.

***

*one*
Here is 2 unconnected molecules or ions with the total composition C14H16O2 from OMol25. Energies are from wB97M-V/def2-TZVPD.

The charge is 0. Its SMILES is Cc1ccc(O)cc1.Cc1ccc(O)cc1. For the HOMO-LUMO gap, the calculation gives 8.9530 eV. The calculation puts the LUMO energy at 0.0276 Ha.

Geometry (Å):
C  -4.3353  0.8033  3.9267
C  -3.1809  0.7168  2.9361
C  -3.2696  -0.2729  1.9582
C  -2.2270  -0.4697  1.0442
C  -1.1314  0.3631  1.0960
O  -0.0438  0.1552  0.2555
C  -1.0219  1.3051  2.1035
C  -2.0827  1.5616  2.9785
H  -4.5273  -0.1017  4.5128
H  -5.2625  1.1183  3.4584
H  -3.9529  1.4229  4.7385
H  -4.1506  -0.8897  1.9084
H  -2.4533  -1.1921  0.2704
H  0.3241  1.0481  0.1580
H  -0.0881  1.7631  2.3855
H  -1.9651  2.3500  3.7100
C  3.2180  0.8062  -4.2096
C  2.7008  -0.0626  -3.1030
C  1.8644  -1.1509  -3.3347
C  1.4237  -1.9554  -2.3015
C  1.8925  -1.6823  -1.0203
O  1.4846  -2.5701  -0.0497
C  2.7334  -0.6364  -0.7303
C  3.1686  0.1418  -1.8105
H  2.5070  1.0154  -5.0100
H  4.0672  0.3269  -4.6961
H  3.6064  1.7525  -3.8540
H  1.4249  -1.2845  -4.3113
H  0.8196  -2.8382  -2.3766
H  1.5224  -2.1522  0.8191
H  3.1856  -0.4074  0.2219
H  3.7490  1.0158  -1.6740

Mulliken atomic charge list, values in e, 6 entries: -1.332 0.692 -0.591 -0.353 0.176 -0.324

***

*two*
Here is 2 unconnected molecules or ions with the total composition C14H16O2 from OMol25. Energies are from wB97M-V/def2-TZVPD.

The charge is 0. Its SMILES is Cc1ccc(O)cc1.Cc1ccc(O)cc1. For the HOMO-LUMO gap, the calculation gives 9.0288 eV. The calculation puts the LUMO energy at 0.0298 Ha.

Geometry (Å):
C  -0.4550  -2.9526  1.3082
C  0.1131  -1.5105  1.7455
C  1.4277  -1.3348  2.4300
C  1.8136  -0.1060  2.8469
C  0.8368  0.9017  2.6171
O  1.4351  2.1674  2.9120
C  -0.3626  0.7707  2.0437
C  -0.8274  -0.4586  1.7167
H  -0.6461  -3.1401  0.2946
H  -1.3009  -3.2784  1.9215
H  0.4374  -3.6289  1.3883
H  1.8016  -2.2622  2.7944
H  2.7689  0.2287  3.3361
H  0.8115  2.9138  2.9017
H  -0.9266  1.7466  1.9763
H  -1.7663  -0.5219  1.3342
C  -2.5001  -0.2315  -2.9533
C  -1.1688  0.3387  -2.5394
C  -1.0549  1.7638  -2.4222
C  0.1557  2.2150  -1.8297
C  1.1816  1.3667  -1.3314
O  2.3191  2.0021  -0.9027
C  1.0547  -0.0001  -1.4912
C  -0.1871  -0.5115  -2.0827
H  -3.1259  0.2320  -2.1772
H  -2.4120  -1.3850  -2.8785
H  -2.9088  0.0830  -3.9638
H  -1.8021  2.3655  -2.7548
H  0.6996  3.1853  -1.9281
H  3.0647  1.3232  -0.7661
H  1.7781  -0.7071  -1.1337
H  -0.2543  -1.5747  -2.4124

Mulliken atomic charge list, values in e, 6 entries: -1.373 0.847 -0.664 -0.594 0.843 -0.562

***

*three*
Here is 2 unconnected molecules or ions with the total composition C14H16O2 from OMol25. Energies are from wB97M-V/def2-TZVPD.

The charge is 0. Its SMILES is Cc1ccc(O)cc1.Cc1ccc(O)cc1. For the HOMO-LUMO gap, the calculation gives 8.9833 eV. The calculation puts the LUMO energy at 0.0284 Ha.

Geometry (Å):
C  -4.1394  1.2091  4.0401
C  -3.0499  0.7721  3.0622
C  -3.2636  -0.0662  1.9846
C  -2.1955  -0.2112  1.1054
C  -0.9745  0.5253  1.1942
O  -0.0449  -0.0194  0.3683
C  -0.9239  1.4976  2.1780
C  -1.9556  1.6490  3.1066
H  -4.4316  0.2483  4.5428
H  -5.0281  1.4188  3.4423
H  -3.9457  1.8097  4.9436
H  -4.1728  -0.6165  1.7643
H  -2.1579  -0.9489  0.3229
H  0.6292  0.5418  -0.0292
H  -0.1582  2.2745  2.1077
H  -1.7776  2.4595  3.7873
C  2.9017  0.8224  -4.1192
C  2.6269  -0.1571  -2.9970
C  1.5465  -1.0246  -3.2620
C  1.1066  -1.9356  -2.3226
C  1.8602  -1.9688  -1.1540
O  1.4948  -2.9101  -0.2245
C  2.9548  -1.1852  -0.8265
C  3.2938  -0.1914  -1.8051
H  2.9591  0.3488  -5.1104
H  3.8702  1.3414  -4.1084
H  2.0285  1.5237  -4.1890
H  1.1145  -1.1206  -4.2517
H  0.2399  -2.5653  -2.5117
H  1.9031  -2.8137  0.6435
H  3.4974  -1.1794  0.1152
H  4.1921  0.4720  -1.7978

Mulliken atomic charge list, values in e, 6 entries: -1.215 0.802 -0.697 -0.227 0.148 -0.290

***

It is *one* that is most stable; the runner-up trails by 0.0368 hartree.

***

*one*
Here is 2 unconnected molecules or ions with the total composition C2H8O from OMol25. Energies are from wB97M-V/def2-TZVPD.

The charge is 0. Its SMILES is CC.O. For the HOMO-LUMO gap, the calculation gives 12.3740 eV. The calculation puts the LUMO energy at 0.0274 Ha.

Geometry (Å):
C  -0.1925  0.9608  -0.6895
C  1.1011  0.4646  -1.2792
H  -0.5903  0.2675  0.0424
H  -0.1154  1.9220  -0.1867
H  -1.0010  1.0741  -1.4156
H  1.8734  0.4353  -0.5191
H  1.4497  1.1047  -2.0859
H  0.9932  -0.5454  -1.6715
O  -1.5100  -1.9729  2.8255
H  -0.8769  -2.5889  2.4205
H  -1.1313  -1.1219  2.5591

Mulliken atomic charge list, values in e, 6 entries: -0.718 -0.793 0.144 0.288 0.280 0.263

***

*two*
Here is 2 unconnected molecules or ions with the total composition C2H8O from OMol25. Energies are from wB97M-V/def2-TZVPD.

The charge is 0. Its SMILES is CO.C. For the HOMO-LUMO gap, the calculation gives 11.4227 eV. The calculation puts the LUMO energy at 0.0340 Ha.

Geometry (Å):
C  -1.5945  0.3296  0.0141
O  -2.8953  -0.2117  -0.0581
H  -1.7096  1.4167  -0.1399
H  -0.9328  -0.0264  -0.7890
H  -1.0868  0.1744  0.9781
H  -2.8260  -1.1491  0.1151
C  2.2145  -0.0970  -0.0210
H  2.1136  -0.6920  0.8976
H  2.5291  0.9198  0.2032
H  1.2478  -0.0956  -0.5129
H  2.9401  -0.5686  -0.6872

Mulliken atomic charge list, values in e, 6 entries: -0.525 -0.502 0.244 0.207 0.251 0.286

***

It is *one* that is most stable; the runner-up trails by 0.0172 hartree.